1.
ORCA calculation (ωB97M-V with the def2-TZVPD basis set) on a cluster of 40 separate species, H80O40 in total in a non-equilibrium geometry.

```
120
Properties=species:S:1:pos:R:3:mulliken_charge:R:1
H 2.300 -4.112 -3.799 0.270
H 1.656 -3.275 -2.563 0.219
O 2.315 -3.330 -3.252 -0.645
H 0.182 -4.402 3.876 0.302
H 1.666 -4.172 3.598 0.319
O 0.923 -4.722 3.357 -0.600
H 1.848 -1.550 -3.559 0.410
H 2.222 -0.345 -2.866 0.377
O 1.878 -0.598 -3.764 -0.783
H 2.485 4.936 -1.857 0.263
H 2.035 4.213 -3.197 0.222
O 1.817 4.382 -2.278 -0.554
H -5.665 -0.989 1.638 0.333
H -5.029 0.280 1.755 0.213
O -4.800 -0.660 1.926 -0.391
H 2.510 4.717 0.868 0.303
O 2.379 5.349 0.152 -0.723
H -2.656 4.044 -0.770 0.209
O -3.389 3.713 -0.244 -0.546
H 2.536 -0.093 -0.615 0.141
H 1.659 -1.198 -1.090 0.200
O 2.517 -0.779 -1.294 -0.206
H -2.473 -0.375 3.853 0.268
H -2.371 -1.595 2.774 0.084
O -1.970 -1.113 3.502 -0.447
H -0.880 5.023 4.162 0.257
H -0.604 3.590 4.965 0.275
O -0.454 4.179 4.243 -0.518
H 0.993 -3.049 -0.160 0.039
H -0.306 -2.168 -0.249 0.077
O 0.487 -2.470 -0.731 -0.392
H -1.113 1.090 6.262 0.279
O -0.601 0.888 5.492 -0.638
H -5.056 -1.099 4.090 0.316
H -3.796 -0.889 4.965 0.324
O -4.693 -0.619 4.841 -0.601
H -0.478 -4.521 -4.006 0.300
H -1.839 -4.728 -3.498 0.353
O -1.367 -4.628 -4.348 -0.660
H 1.151 1.871 -3.901 0.229
H 0.020 2.660 -3.252 0.143
O 0.627 1.927 -3.104 -0.344
H 6.068 -2.576 1.557 0.316
H 4.655 -2.103 1.787 0.252
O 5.370 -2.603 2.218 -0.675
H 4.991 2.050 -0.178 0.311
H 5.114 3.137 0.774 0.326
O 5.679 2.645 0.161 -0.655
H -1.541 3.853 1.101 0.133
H -0.139 3.596 1.417 0.358
O -0.804 4.316 1.453 -0.492
H -3.354 2.108 -4.855 0.271
O -3.143 1.335 -4.321 -0.486
H -0.056 0.241 -4.819 0.269
H -0.455 0.432 -6.266 0.269
O -0.339 0.923 -5.446 -0.582
H 0.650 0.707 3.730 0.289
O 0.731 -0.175 3.338 -0.272
H 0.566 3.557 -1.268 0.026
H -0.388 2.525 -0.916 -0.399
O -0.220 3.452 -0.708 0.273
H 0.188 1.485 0.869 0.223
H 1.334 2.388 0.851 0.121
O 0.744 1.974 1.501 -0.209
H 2.289 -2.535 1.243 0.068
H 3.583 -2.008 0.268 0.376
O 2.940 -1.871 1.030 -0.382
H -4.270 2.812 1.622 0.250
H -5.639 2.131 1.865 0.285
O -4.692 2.043 2.019 -0.664
H -3.780 -1.639 -1.254 0.235
H -3.281 -3.010 -1.789 0.295
O -3.047 -2.255 -1.236 -0.506
H 2.223 1.715 -2.066 0.016
H 3.499 2.363 -1.465 -0.080
O 2.613 2.081 -1.255 0.384
H 3.377 -5.546 0.156 0.293
H 3.871 -5.677 -1.306 0.288
O 3.246 -5.213 -0.737 -0.621
H -2.094 -2.223 -4.339 0.290
H -2.955 -2.124 -5.554 0.279
O -2.706 -1.618 -4.771 -0.534
H 0.200 -6.702 0.492 0.235
H -0.194 -5.359 1.038 0.304
O 0.161 -5.773 0.239 -0.526
H 3.569 0.147 -3.377 0.355
H 4.455 1.356 -2.524 0.323
O 4.035 0.997 -3.290 -0.644
H -5.975 0.738 -2.267 0.295
O -6.274 1.508 -1.807 -0.632
H -4.314 -3.237 1.854 0.232
H -4.052 -2.858 0.339 0.295
O -3.657 -2.949 1.222 -0.436
H -3.123 0.654 -5.006 0.245
H 1.423 5.429 0.110 0.337
H 1.581 -0.057 2.882 0.167
H -3.358 4.421 0.417 0.401
H -0.721 -0.004 5.154 0.238
H -5.498 2.051 -1.619 0.320
O 1.211 -2.214 4.898 -0.704
H 1.963 -1.658 4.711 0.286
H 0.390 -1.747 4.758 0.303
O 4.475 -2.928 -0.759 -0.816
H 3.889 -2.337 -1.266 0.367
H 3.910 -3.743 -0.668 0.551
O -0.436 -0.579 1.082 -0.237
H -1.321 -0.269 1.304 0.001
H -0.020 -0.480 1.964 0.255
O -2.005 1.046 -0.746 -0.383
H -2.331 1.816 -0.256 0.232
H -1.464 1.323 -1.490 0.130
O -1.127 -4.476 -1.745 -0.728
H -0.818 -3.582 -1.530 0.404
H -1.381 -4.735 -0.858 0.289
O -1.919 5.853 -0.248 -0.731
H -1.281 5.232 -0.626 0.291
H -1.519 6.161 0.570 0.354
O 3.619 3.077 3.130 -0.536
H 3.011 2.373 3.360 0.272
H 3.867 3.528 3.941 0.274
```

Calculated values
DFT total energy, Eh: -3057.46768
Gap between HOMO and LUMO, eV: 9.9
Energy above the lowest of the compared OMol25 structures with the same formula, charge and spin, kcal/mol: 181.8

***

2.
ORCA calculation (ωB97M-V with the def2-TZVPD basis set) on a cluster of 40 separate species, H80O40 in total in a non-equilibrium geometry.

```
120
Properties=species:S:1:pos:R:3:mulliken_charge:R:1
H 0.374 3.348 -0.772 0.294
H 1.654 4.170 -0.739 0.420
O 0.835 4.066 -1.236 -0.757
H 2.129 -0.630 -0.994 0.101
H 2.963 0.553 -0.437 0.003
O 2.868 -0.408 -0.422 0.458
H -0.084 -1.298 -0.898 -0.178
H 0.353 -2.648 -1.293 0.098
O 0.437 -2.026 -0.554 0.612
H 5.370 1.694 -2.485 0.272
H 4.068 0.862 -2.530 0.183
O 4.472 1.624 -2.161 -0.435
H -1.224 -3.458 2.484 0.225
H -2.269 -2.430 3.258 0.232
O -2.080 -3.033 2.526 -0.489
H -3.244 2.162 -4.639 0.343
O -2.330 2.360 -4.881 -0.657
H 1.621 -2.248 2.429 0.377
O 1.871 -1.882 3.287 -0.772
H -4.875 3.429 -2.487 0.256
H -4.336 3.750 -3.836 0.313
O -4.883 3.089 -3.392 -0.585
H 3.053 0.408 -4.427 0.276
H 2.098 -0.053 -3.292 0.013
O 2.834 -0.333 -3.860 -0.761
H -0.307 -1.539 -4.356 0.464
H -1.369 -2.086 -3.449 0.264
O -0.664 -2.364 -4.044 -0.695
H -3.485 -4.696 0.256 0.341
H -3.128 -4.989 1.815 0.313
O -3.126 -5.300 0.906 -0.679
H 0.578 0.507 2.241 -0.192
O 1.330 1.044 1.964 0.868
H -5.309 -0.691 -0.690 0.158
H -4.193 -1.585 0.097 0.275
O -4.698 -0.747 0.059 -0.327
H -2.319 -2.547 1.013 0.304
H -2.247 -2.760 -0.641 0.191
O -2.510 -2.185 0.116 -0.309
H 5.559 -3.161 0.482 0.345
H 4.392 -3.674 -0.248 0.264
O 4.959 -3.906 0.492 -0.592
H 1.119 1.978 4.097 0.261
H 2.190 2.563 4.981 0.288
O 2.024 1.815 4.391 -0.740
H 2.172 3.452 -2.718 0.193
H 3.111 3.714 -3.691 0.330
O 2.296 3.187 -3.652 -0.594
H 5.314 0.345 0.088 0.131
H 5.900 1.551 0.465 0.349
O 5.020 1.153 0.565 -0.478
H -4.017 1.327 -0.514 0.265
O -3.757 2.150 -0.959 -0.433
H 0.369 -4.760 -2.545 0.224
H 0.732 -3.506 -3.345 0.273
O 0.849 -3.954 -2.512 -0.533
H -4.509 4.598 2.055 0.322
O -3.825 5.242 1.953 -0.623
H 3.699 -3.079 -3.116 0.276
H 3.911 -1.543 -3.279 0.401
O 4.357 -2.388 -3.050 -0.669
H -1.920 3.426 3.554 0.292
H -1.578 2.693 5.039 0.265
O -1.404 3.287 4.343 -0.589
H 6.047 -1.674 -1.155 0.297
H 4.593 -1.195 -1.235 0.188
O 5.448 -1.012 -0.830 -0.763
H -5.155 -0.171 2.051 0.324
H -6.451 0.354 2.483 0.270
O -5.552 0.358 2.761 -0.600
H 1.230 0.534 5.821 0.307
H 1.116 -0.412 4.742 0.316
O 0.542 0.021 5.395 -0.634
H 3.967 2.995 -0.417 0.185
H 3.606 4.127 0.541 0.280
O 3.362 3.750 -0.313 -0.653
H 0.551 1.758 -2.189 -0.236
H 0.853 0.878 -0.999 -0.181
O 1.204 1.122 -1.865 0.855
H -2.410 -0.106 1.659 -0.080
H -1.603 0.251 3.025 -0.015
O -1.726 0.395 2.081 0.168
H -4.098 -0.261 4.651 0.241
H -3.065 0.783 5.125 0.175
O -3.320 0.212 4.397 -0.481
H 0.653 5.110 0.364 0.361
H 1.021 4.584 1.788 0.288
O 0.272 4.813 1.225 -0.654
H -1.872 -0.612 -0.607 0.034
O -1.931 -0.299 -1.540 -0.085
H 0.114 1.029 -5.636 0.271
H -1.083 0.344 -5.294 0.257
O -0.132 0.244 -5.121 -0.651
H -3.078 2.586 -0.401 0.196
H -2.089 2.373 -3.937 0.283
H -3.518 4.981 1.079 0.295
H 2.248 -1.001 3.162 0.298
H 1.393 0.941 1.011 -0.212
H -2.314 0.586 -1.548 -0.042
O 0.502 -3.771 1.500 -0.700
H 0.662 -3.308 0.647 0.112
H 0.930 -4.613 1.298 0.333
O 4.271 2.186 2.940 -0.719
H 3.367 1.961 3.014 0.295
H 4.507 1.954 2.020 0.486
O -0.977 2.547 0.271 -0.114
H -1.365 1.826 0.784 -0.057
H -0.858 3.254 0.919 0.236
O -2.034 -4.390 -1.051 -0.729
H -1.282 -4.136 -1.569 0.030
H -1.801 -5.156 -0.503 0.409
O 2.952 -5.311 -0.974 -0.593
H 2.701 -4.410 -1.206 0.176
H 2.940 -5.663 -1.875 0.330
O -1.719 -1.912 4.977 -0.601
H -1.514 -1.833 5.926 0.306
H -0.757 -2.026 4.847 0.203
O -5.696 0.267 -2.649 -0.593
H -5.708 0.916 -3.358 0.264
H -5.137 -0.406 -3.045 0.276
```

Calculated values
DFT total energy, Eh: -3057.56919
Gap between HOMO and LUMO, eV: 9.7
Energy above the lowest of the compared OMol25 structures with the same formula, charge and spin, kcal/mol: 118.1

***

- Which value of gap between HOMO and LUMO does entry 2 give?
  9.7 eV